Below is a cluster of 2 separate species, C6H14N2O in total at a distorted geometry, with properties calculated with ωB97M-V/def2-TZVPD.

Geometry as ORCA input:
```
! wB97M-V def2-TZVPD RIJCOSX def2/J DEFGRID3
* xyz 0 1
C 0.6401 -0.9045 0.2324
C 0.1410 1.1164 -0.7552
C 1.5619 -0.3249 1.2502
C 1.2500 -1.7959 -0.8101
C -2.5298 0.1653 -0.2266
N -0.6326 -1.1599 0.6374
C -1.2885 0.2425 0.6460
N 0.7790 2.1873 -0.0378
O -1.2164 0.9438 1.6461
H -1.1286 -1.8025 0.0305
H 0.2064 2.4754 0.7515
H 1.0029 2.9878 -0.6173
H 0.8405 0.6750 -1.4724
H -0.7006 1.4570 -1.3704
H 1.4356 -2.7820 -0.3672
H 1.0596 0.3958 1.8923
H 1.9009 -1.1568 1.8819
H 2.4278 0.1450 0.7869
H 2.2037 -1.4007 -1.1591
H 0.5811 -1.9310 -1.6615
H -2.3653 -0.3564 -1.1693
H -2.8604 1.1790 -0.4483
H -3.3084 -0.3557 0.3400
*
```

Output
M in g mol⁻¹: 130.19
Highest occupied orbital energy in eV: -7.589
Strongest force on any atom in eV/A: 1.52
LUMO energy in eV: 0.442
Relative energy (zero: lowest compared OMol25 entry of this formula, charge and spin) in kJ/mol: 414.1
Energy in eV: -11473.4777


Below is a cluster of 2 separate species, C6H14N2O in total at a distorted geometry, with properties calculated with ωB97M-V/def2-TZVPD.

Geometry as ORCA input:
```
! wB97M-V def2-TZVPD RIJCOSX def2/J DEFGRID3
* xyz 0 1
H 2.8706 1.6641 -0.0756
N 1.9690 1.8977 0.3560
C 1.3105 0.8112 0.6206
C 1.8929 -0.5432 0.3027
N 0.1371 0.9517 1.3329
C -0.2853 0.0721 2.3970
H 2.8962 -0.6266 0.7307
H 1.9720 -0.6373 -0.7850
H 1.2798 -1.3609 0.6853
H -0.0294 1.9367 1.5238
H -0.7546 0.6553 3.1954
H 0.5414 -0.4983 2.8296
H -1.0396 -0.6239 2.0228
C -1.2914 0.9129 -2.2642
C -0.8600 -0.4604 -1.8635
C -1.3974 -1.1182 -0.8251
O -1.0935 -2.4280 -0.5793
H -0.4578 1.4353 -2.7458
H -2.1357 0.8674 -2.9579
H -1.5828 1.5106 -1.3938
H -0.1954 -0.9968 -2.5363
H -2.1687 -0.7079 -0.1833
H -1.5779 -2.7135 0.2132
*
```

Output
M in g mol⁻¹: 130.19
Highest occupied orbital energy in eV: -8.391
Strongest force on any atom in eV/A: 2.15
SMILES: [H]/N=C(\C)NC.C/C=C/O
LUMO energy in eV: 0.633
Relative energy (zero: lowest compared OMol25 entry of this formula, charge and spin) in kJ/mol: 211.3
Energy in eV: -11475.5799


Below is a cluster of 2 separate species, C6H14N2O2 in total at a distorted geometry, with properties calculated with ωB97M-V/def2-TZVPD.

Geometry as ORCA input:
```
! wB97M-V def2-TZVPD RIJCOSX def2/J DEFGRID3
* xyz 0 1
C 1.8827 -2.2935 1.1023
N 2.1016 -1.9161 -0.3142
C 1.5188 -0.6900 -0.8574
C 1.8388 -0.5571 -2.3679
O 1.0440 0.1175 -0.0708
H 1.0194 -1.6718 1.5971
H 1.6035 -3.2714 1.2064
H 2.6765 -2.0153 1.8382
H 2.6533 -2.5370 -0.8380
H 2.5131 -1.2990 -2.7810
H 0.9614 -0.8222 -3.0166
H 2.0713 0.4673 -2.5664
C -1.8128 2.8047 -0.7283
N -1.5242 1.6864 0.1605
C -2.3006 1.1615 1.1990
C -1.8285 -0.1192 1.7698
O -3.3314 1.6858 1.4554
H -2.7330 3.3259 -0.4192
H -1.0087 3.4665 -0.6905
H -1.7869 2.5183 -1.7426
H -0.5975 1.3379 -0.0431
H -0.9671 -0.6682 1.3094
H -1.4438 0.1106 2.8571
H -2.5501 -0.8218 1.9408
*
```

Output
M in g mol⁻¹: 146.19
Highest occupied orbital energy in eV: -8.794
Strongest force on any atom in eV/A: 4.93
SMILES: CNC(C)=O.CNC(C)=O
LUMO energy in eV: 0.586
Relative energy (zero: lowest compared OMol25 entry of this formula, charge and spin) in kJ/mol: 181.3
Energy in eV: -13523.7456


Below is a cluster of 2 separate species, C6H14N2O2 in total at a distorted geometry, with properties calculated with ωB97M-V/def2-TZVPD.

Geometry as ORCA input:
```
! wB97M-V def2-TZVPD RIJCOSX def2/J DEFGRID3
* xyz 0 1
C 1.8798 0.1363 -1.6780
N 1.4637 -1.0824 -1.0058
C 0.6254 -1.9197 -1.6786
C 0.1404 -3.1228 -0.8796
O 0.4152 -1.7760 -2.8653
H 2.5410 0.6980 -1.0075
H 2.3641 -0.1825 -2.5970
H 1.0125 0.7560 -1.8637
H 1.8773 -1.3329 -0.1268
H -0.9291 -3.2967 -0.7874
H 0.6026 -4.0454 -1.2779
H 0.4030 -3.0132 0.1816
C 0.2354 2.8597 0.9251
N -0.4915 1.5983 0.8801
C -1.5374 1.3569 1.7223
C -2.3424 0.0717 1.5214
O -1.8474 2.1224 2.6165
H 1.1479 2.8928 0.3514
H -0.3586 3.5756 0.2835
H 0.2816 3.2818 1.9186
H 0.2069 0.8595 0.7251
H -1.9022 -0.6972 2.1866
H -3.2916 0.4114 1.9749
H -2.4966 -0.1516 0.4803
*
```

Output
M in g mol⁻¹: 146.19
Highest occupied orbital energy in eV: -9.749
Strongest force on any atom in eV/A: 3.04
SMILES: CNC(C)=O.CNC(C)=O
LUMO energy in eV: 0.462
Relative energy (zero: lowest compared OMol25 entry of this formula, charge and spin) in kJ/mol: 130.9
Energy in eV: -13524.2673


Below is a cluster of 2 separate species, C6H14N2O2 in total at a distorted geometry, with properties calculated with ωB97M-V/def2-TZVPD.

Geometry as ORCA input:
```
! wB97M-V def2-TZVPD RIJCOSX def2/J DEFGRID3
* xyz 0 1
C -1.0731 0.4463 -3.1278
N -1.1388 -0.8600 -2.5189
C -2.2175 -1.6842 -2.7601
C -2.1170 -3.0657 -2.1304
O -3.1825 -1.3412 -3.3921
H -1.9865 1.0394 -3.0424
H -0.2228 1.0400 -2.8150
H -1.1192 0.4172 -4.2362
H -0.2093 -1.2619 -2.5055
H -2.1277 -3.0334 -1.0412
H -2.8790 -3.6882 -2.5766
H -1.1095 -3.4646 -2.3086
C 3.1474 0.1819 2.6684
N 1.9002 0.7972 3.0830
C 1.4722 1.9822 2.4964
C 0.0240 2.3360 2.7795
O 2.2066 2.6186 1.7669
H 3.7512 0.9556 2.2101
H 3.6047 -0.3063 3.5176
H 3.0511 -0.6085 1.9075
H 1.1971 0.1999 3.4927
H -0.4436 1.7471 3.5702
H -0.0433 3.3540 3.1354
H -0.4846 2.1985 1.8272
*
```

Output
M in g mol⁻¹: 146.19
Highest occupied orbital energy in eV: -9.668
Strongest force on any atom in eV/A: 2.38
SMILES: CNC(C)=O.CNC(C)=O
LUMO energy in eV: 0.491
Relative energy (zero: lowest compared OMol25 entry of this formula, charge and spin) in kJ/mol: 96.5
Energy in eV: -13524.6238


Below is a cluster of 2 separate species, C6H14N2O2 in total at a distorted geometry, with properties calculated with ωB97M-V/def2-TZVPD.

Geometry as ORCA input:
```
! wB97M-V def2-TZVPD RIJCOSX def2/J DEFGRID3
* xyz 0 1
C -2.3126 -1.4586 0.5212
N -0.9985 -2.3759 0.4755
C 0.2542 -1.8375 0.1809
C 1.4500 -2.7668 -0.0255
O 0.2052 -0.6297 0.1159
H -1.8521 -0.4140 0.7607
H -2.8704 -1.5008 -0.3963
H -2.9452 -2.0429 1.2306
H -1.0347 -3.3700 0.2870
H 2.1144 -2.6176 -0.7995
H 2.1946 -2.6588 0.8801
H 1.0683 -3.7308 0.1483
C 0.1323 1.9288 -2.2434
N 0.7074 1.6004 -1.0320
C 0.2095 1.8383 0.2346
C 1.0651 1.4880 1.4578
O -0.7727 2.5079 0.4911
H 0.5691 2.8020 -2.8228
H 0.0213 1.1370 -3.0603
H -0.8599 2.3543 -2.1425
H 1.5161 0.9989 -1.1238
H 2.1064 1.7247 1.3221
H 0.6815 2.1342 2.2438
H 1.0778 0.4325 1.7589
*
```

Output
M in g mol⁻¹: 146.19
Highest occupied orbital energy in eV: -8.795
Strongest force on any atom in eV/A: 4.86
SMILES: CNC(C)=O.CNC(C)=O
LUMO energy in eV: 0.646
Relative energy (zero: lowest compared OMol25 entry of this formula, charge and spin) in kJ/mol: 257.5
Energy in eV: -13522.9555


Below is a cluster of 3 separate species, C6H14N2O2 in total at a distorted geometry, with properties calculated with ωB97M-V/def2-TZVPD.

Geometry as ORCA input:
```
! wB97M-V def2-TZVPD RIJCOSX def2/J DEFGRID3
* xyz 0 1
C -1.9477 -0.1942 -0.6467
C 1.6762 -2.3642 0.2998
C -1.4133 -0.2042 -1.9877
C 0.8675 -1.5166 -0.6716
O 1.3321 -0.4668 -1.0746
H -2.6748 0.5375 -0.3345
H -1.7655 -1.0361 0.0051
H 1.8154 -3.3571 -0.1343
H 1.0774 -2.4940 1.2041
H 2.6465 -1.9126 0.5441
H -2.0286 0.3426 -2.7057
H -1.1831 -1.2427 -2.2821
H -0.3858 0.2248 -2.0168
C -0.1454 2.3387 -0.3464
C 0.2211 0.8062 1.4040
N -0.1815 -0.0154 2.4158
O 1.5731 0.8864 1.3176
N -0.6271 1.3764 0.6312
H 1.8332 0.7170 0.3869
H 0.5223 -0.3488 3.0515
H -1.1161 0.1050 2.7666
H 0.5505 1.9093 -1.0738
H -1.0016 2.7294 -0.8965
H 0.3551 3.1793 0.1441
*
```

Output
M in g mol⁻¹: 146.19
Highest occupied orbital energy (alpha / beta) in eV: -8.571 / -6.248
Strongest force on any atom in eV/A: 2.89
LUMO energy (alpha / beta) in eV: 0.855 / -0.620
Relative energy (zero: lowest compared OMol25 entry of this formula, charge and spin) in kJ/mol: 549.4
Energy in eV: -13519.9306


Below is a cluster of 2 separate species, C6H14N2O2 in total at a distorted geometry, with properties calculated with ωB97M-V/def2-TZVPD.

Geometry as ORCA input:
```
! wB97M-V def2-TZVPD RIJCOSX def2/J DEFGRID3
* xyz 0 1
C 2.4203 -2.0394 0.1114
N 1.1780 -1.3813 0.4579
C 0.7326 -1.3752 1.8053
C -0.1340 -0.1805 2.1257
O 1.1303 -2.1748 2.6085
H 2.7803 -1.4354 -0.7675
H 3.1428 -1.8797 0.8926
H 2.3098 -3.1197 -0.0519
H 0.8618 -0.5907 -0.0764
H 0.4092 0.3759 2.8559
H -0.3930 0.3135 1.1977
H -1.1178 -0.3318 2.5679
C -0.0924 2.5748 -0.5329
N -0.6348 1.5526 -1.4479
C -1.7897 0.8997 -1.0087
C -2.0709 -0.3745 -1.7631
O -2.5157 1.4251 -0.2016
H 0.9589 2.3690 -0.4433
H -0.3285 3.5938 -0.9123
H -0.5485 2.5330 0.4631
H 0.0304 1.3398 -2.1674
H -1.9992 -0.1922 -2.8601
H -1.3138 -1.1010 -1.4522
H -3.0160 -0.8012 -1.4009
*
```

Output
M in g mol⁻¹: 146.19
Highest occupied orbital energy in eV: -9.727
Strongest force on any atom in eV/A: 2.44
SMILES: CNC(C)=O.CNC(C)=O
LUMO energy in eV: 0.460
Relative energy (zero: lowest compared OMol25 entry of this formula, charge and spin) in kJ/mol: 122.9
Energy in eV: -13524.3508


What is the relative energy (zero: lowest compared OMol25 entry of this formula, charge and spin) in the second record? 211.3 kJ/mol


Which value of relative energy (zero: lowest compared OMol25 entry of this formula, charge and spin) does entry 1 give? 414.1 kJ/mol


strongest force on any atom of number 1 (C6H14N2O)? 1.52 eV/A